C13H18OSi | wB97M-V/def2-TZVPD

HOMO: -8.5 eV
HOMO-LUMO gap: 9.34 eV
total energy: -23692.1591 eV

Geometry as ORCA input:
```
! wB97M-V def2-TZVPD RIJCOSX def2/J DEFGRID3
* xyz 0 1
C 0.33980 -0.37642 0.43927
C -0.39093 -1.15242 1.18790
C 2.89970 -1.11096 1.59418
C 2.43676 0.43551 -2.35193
C 3.55766 0.84244 -1.40439
C 1.55810 3.24387 0.54615
C 0.60025 3.33910 -0.70246
C 1.08074 0.56598 -0.04886
C 2.14171 1.00833 -0.99705
C 1.24272 2.04346 -0.27137
C -2.06156 -1.92496 -1.27442
C -2.56286 -3.29458 1.51188
C -3.45452 -0.21680 1.11115
O 3.13695 -0.36756 2.42171
Si -2.16749 -1.65776 0.59989
H -0.09476 -1.45642 2.23084
H 2.36875 1.09921 -3.21217
H 2.21329 -0.51851 -2.70046
H 4.22866 0.01477 -0.94592
H 3.96857 1.78801 -1.69712
H 2.44819 3.82279 0.71026
H 0.92800 3.40414 1.45067
H -0.38306 3.67754 -0.43937
H 0.88960 3.77932 -1.61182
H -1.02457 -1.91164 -1.61936
H -2.64177 -2.77642 -1.49770
H -2.69318 -1.20765 -1.81787
H -2.68796 -4.17808 0.84004
H -1.57512 -3.52702 2.04403
H -3.39776 -3.25627 2.23484
H -3.23033 -0.06911 2.17969
H -3.28075 0.71138 0.52010
H -4.39283 -0.77328 0.96969
*
```

Here are the Mulliken charges for atoms 1 to 8, given in e: number 1, C, carries 0.490; number 2, C, carries -0.767; number 3, C, carries 0.104; number 4, C, carries -1.008; number 5, C, carries -0.418; number 6, C, carries -0.794; number 7, C, carries -0.759; number 8, C, carries 0.545

---

C13H19AsF5FeO3S4Sb | wB97M-V/def2-TZVPD

HOMO (alpha / beta): -3.8 / -4.0 eV
HOMO-LUMO gap (alpha / beta): 6.35 / 6.46 eV
total energy: -178626.3119 eV

Geometry as ORCA input:
```
! wB97M-V def2-TZVPD RIJCOSX def2/J DEFGRID3
* xyz -1 6
Fe 0.08782 0.29774 1.41498
S -4.08110 -0.05628 2.00663
Sb -2.28984 -0.21538 3.40813
S -0.76085 1.68972 2.95333
S -0.67105 -1.67262 2.18822
C 1.83085 -0.64276 4.10881
O 1.99117 0.09218 2.90618
C 3.12925 -0.27389 2.15723
C 3.29297 0.80846 1.11981
O 2.04699 0.93890 0.45909
C 2.16409 1.42049 -0.87568
H 2.69178 -0.46460 4.76275
H 1.72538 -1.71002 3.90225
H 0.92074 -0.27804 4.57743
H 2.97377 -1.24960 1.67992
H 4.02010 -0.32067 2.79606
H 4.07035 0.53663 0.39929
H 3.55383 1.76018 1.59520
H 2.93056 0.85020 -1.40620
H 2.41842 2.48314 -0.87090
H 1.21345 1.25279 -1.36542
F -2.12002 5.47549 -2.97920
C -1.78441 4.36481 -2.29697
C -0.91879 4.42992 -1.22363
F -0.39480 5.61583 -0.86901
C -0.57535 3.28938 -0.52110
F 0.31296 3.41350 0.47771
C -1.08327 2.01835 -0.84495
O -0.78010 0.92027 -0.21631
C -1.94136 1.99705 -1.96260
F -2.43176 0.81767 -2.38149
C -2.28981 3.13087 -2.66592
F -3.11791 3.04229 -3.72024
C -2.33015 -1.95366 -0.71396
As -0.65752 -2.79083 -1.17508
C -0.86372 -3.16155 -3.06511
C -0.70951 -4.51956 -0.31696
S 1.18130 -1.83141 -0.87442
H -3.07746 -2.27842 -1.43946
H -2.21731 -0.87761 -0.73953
H -2.61893 -2.23749 0.29357
H -1.78425 -3.71834 -3.24013
H -0.00349 -3.72231 -3.42576
H -0.90948 -2.20153 -3.57833
H -1.63582 -5.03794 -0.56355
H -0.66194 -4.32752 0.75436
H 0.15423 -5.10382 -0.62905
*
```

Here are the Mulliken charges for atoms 1 to 8, given in e: number 1, Fe, carries 0.896; number 2, S, carries -0.719; number 3, Sb, carries 0.284; number 4, S, carries -0.641; number 5, S, carries -0.717; number 6, C, carries -0.849; number 7, O, carries -0.086; number 8, C, carries -0.605

---

C13H19ClN2O5S | wB97M-V/def2-TZVPD

HOMO: -7.7 eV
HOMO-LUMO gap: 7.98 eV
total energy: -50349.3740 eV

Geometry as ORCA input:
```
! wB97M-V def2-TZVPD RIJCOSX def2/J DEFGRID3
* xyz 0 1
C -0.03642 3.57661 -1.74878
H -1.17385 3.75710 -1.58270
O 0.59252 3.39399 -0.59365
C 2.01096 3.29385 -0.77322
C 2.46765 2.90271 0.42628
N 1.85321 1.73150 0.99677
C 2.37706 0.56503 1.00535
O 3.54259 0.05926 0.73010
C 1.30572 -0.72620 0.86740
N 0.10811 -0.33772 0.06998
C -1.01806 -0.79068 0.46139
C -1.98427 0.27963 0.10896
C -3.56080 0.22154 0.37964
C -3.80956 -1.18718 1.10382
C -2.90562 -2.11917 1.12550
C -1.50518 -1.81259 1.02943
O -0.68867 -2.71440 1.07096
C -0.89262 -4.00196 1.70452
H -0.01632 -4.79846 1.65410
H -1.22577 -3.94686 2.77542
H -1.60788 -4.63717 0.95244
H -3.06168 -3.04255 1.79774
H -4.80611 -1.36916 1.36930
Cl -4.51698 1.36839 0.40808
H -1.73149 1.07743 -0.40974
S 0.46632 -0.48615 -1.54035
O 1.61704 0.49309 -1.80502
O -0.60670 -0.21200 -2.26440
C 0.96184 -2.07298 -1.80720
H 1.90613 -2.29469 -1.61227
H 0.30504 -2.89613 -1.29955
H 0.69601 -2.32705 -3.07458
H 0.87222 -0.78405 2.02243
H 1.65952 -1.56104 0.68015
H 0.84232 1.79647 0.83049
H 3.70898 2.34859 0.61783
H 2.40215 3.50900 1.20231
H 2.27607 2.56565 -1.24362
H 2.64221 4.18867 -1.03538
H 0.57936 4.31483 -2.41343
H -0.04506 2.67480 -2.18653
*
```

Here are the Mulliken charges for atoms 1 to 8, given in e: number 1, C, carries -0.685; number 2, H, carries 0.210; number 3, O, carries -0.336; number 4, C, carries -0.855; number 5, C, carries -0.860; number 6, N, carries -0.133; number 7, C, carries 0.490; number 8, O, carries -0.720

---

C13H19N3O4S | wB97M-V/def2-TZVPD

HOMO: -8.6 eV
HOMO-LUMO gap: 8.59 eV
SMILES string: C/C(=N\NC(N)=S)[C@]1(C)C[C@]2(CC(C)(C)OC2=O)C(=O)O1
total energy: -37282.8376 eV

Geometry as ORCA input:
```
! wB97M-V def2-TZVPD RIJCOSX def2/J DEFGRID3
* xyz 0 1
O 1.25771 -2.53019 1.95599
O 2.50227 -2.31484 -1.20500
S -5.77245 2.81521 -1.76805
N -2.38361 0.58701 -1.14082
O 2.76138 -0.72369 2.21225
O 0.16629 -1.99656 -1.45079
C 1.84311 -1.53664 1.50701
C 1.44873 -1.76855 -0.89851
C -4.30521 2.19921 -1.16620
C -1.71486 -0.41916 -1.73742
N -4.09461 2.36002 0.22455
N -3.41846 1.26748 -1.78375
C -2.04077 -0.96541 -3.13726
C 4.57015 0.75091 1.64147
C 2.24637 1.51887 2.51566
C 3.01357 0.50831 1.57532
C 2.46703 0.30712 0.14432
C -1.59145 -2.17454 0.18209
C 0.04766 -0.24755 0.21406
C 1.47786 -0.78798 0.24906
C -0.78449 -1.13671 -0.76378
H -4.77330 2.85956 0.74628
H -3.30879 1.87554 0.59523
H -3.71445 0.96015 -2.74241
H -2.14690 -2.04571 -3.08834
H -3.09900 -0.66708 -3.47450
H -1.23855 -0.73770 -3.86940
H 5.04418 -0.26357 1.70825
H 4.89046 1.37890 0.73957
H 4.69481 1.25145 2.63378
H 2.78337 2.47929 2.44470
H 1.20048 1.49627 2.18091
H 2.21451 1.16149 3.46228
H 2.10332 1.25379 -0.15667
H 3.35335 -0.02554 -0.47665
H -2.58437 -1.79954 0.14575
H -1.58232 -3.27161 -0.28152
H -1.19329 -2.28010 1.23237
H 0.07088 0.75136 -0.36782
H -0.41059 -0.08926 1.19797
*
```

Here are the Mulliken charges for atoms 1 to 8, given in e: number 1, O, carries -0.599; number 2, O, carries -0.604; number 3, S, carries -0.373; number 4, N, carries -0.034; number 5, O, carries -0.381; number 6, O, carries -0.357; number 7, C, carries 0.010; number 8, C, carries -0.381

---

C13H19N3O5 | wB97M-V/def2-TZVPD

HOMO: -9.1 eV
HOMO-LUMO gap: 9.62 eV
SMILES string: N[C@@H](Cc1ccccc1)C(=O)O.NC(=O)C[C@H](N)C(=O)O
total energy: -28498.8704 eV

Geometry as ORCA input:
```
! wB97M-V def2-TZVPD RIJCOSX def2/J DEFGRID3
* xyz 0 1
C -4.82472 -1.18374 0.26441
C -3.94183 -1.92330 -0.74960
C -3.94957 -0.22984 1.10246
C -3.35108 0.91251 0.31713
C -4.07635 2.09060 0.13120
C -2.07877 0.81119 -0.24358
C -3.54433 3.14603 -0.60106
C -1.54103 1.86538 -0.97488
C -2.27282 3.03544 -1.15527
C 3.99699 0.45738 0.01067
C 3.16600 0.93674 1.18466
C 4.97560 -0.60533 0.55846
C 5.78692 -1.26818 -0.54599
H -5.73456 -1.74788 2.02671
H -6.25095 -2.59623 0.72827
H -5.54994 -0.59316 -0.30797
H -4.58002 0.17593 1.90536
H -3.16220 -0.82190 1.58644
H -5.06939 2.18366 0.56885
H -1.50540 -0.10375 -0.11285
H -4.12242 4.05699 -0.73627
H -0.54719 1.77092 -1.40200
H -1.85232 3.85966 -1.72369
H -3.92917 -3.24123 0.56311
H 5.06600 2.17771 0.07689
H 5.27838 1.28181 -1.30450
H 3.32756 -0.03396 -0.70307
H 4.43029 -1.36786 1.12494
H 5.67473 -0.12157 1.25504
H 6.91982 -2.92804 -0.89189
H 6.20365 -2.89260 0.68879
H 1.71465 0.46240 2.26036
N -5.43171 -2.17482 1.15674
N 4.59890 1.60884 -0.62358
N 6.35055 -2.45782 -0.20522
O -3.65684 -1.47950 -1.83118
O -3.46948 -3.09115 -0.29259
O 3.40243 1.92197 1.84055
O 5.94374 -0.77412 -1.65190
O 2.15443 0.09486 1.47390
*
```

Here are the Mulliken charges for atoms 1 to 8, given in e: number 1, C, carries 0.623; number 2, C, carries 0.201; number 3, C, carries -1.305; number 4, C, carries 0.647; number 5, C, carries -0.244; number 6, C, carries -0.306; number 7, C, carries -0.607; number 8, C, carries -0.766

---

C13H19N5NaO2S2 | wB97M-V/def2-TZVPD

HOMO: -9.5 eV
HOMO-LUMO gap: 5.69 eV
total energy: -51416.2128 eV

Geometry as ORCA input:
```
! wB97M-V def2-TZVPD RIJCOSX def2/J DEFGRID3
* xyz 1 1
Na -0.21476 -0.37857 -0.44383
N -0.63766 -0.01379 4.69338
C -1.40100 -1.20015 4.17139
C -0.81308 -1.58119 2.80648
N -0.32815 -0.41328 2.07017
C -1.05368 0.81043 2.38534
C -0.89305 1.22546 3.85475
H 0.36007 -0.23055 4.68353
H -0.88024 0.17300 5.66612
H -2.43978 -0.88124 4.10700
H -1.32822 -2.00640 4.89744
H -1.59061 -2.09695 2.24034
H 0.00939 -2.28518 2.93255
H 0.67608 -0.29086 2.13500
H -2.10741 0.65561 2.14837
H -0.70808 1.62284 1.74632
H -1.78915 1.69674 4.25397
H -0.04467 1.88852 4.01211
N -2.18031 3.00828 -7.76198
C -1.65527 2.50103 -6.58814
C -1.68086 3.25562 -5.41211
C -1.19984 2.72726 -4.22956
C -0.69094 1.43829 -4.20605
C -0.66157 0.67417 -5.36546
C -1.14068 1.19964 -6.54664
S -0.07062 0.76228 -2.71761
O -0.49362 -0.64522 -2.65453
O -0.63658 1.54484 -1.60264
N 1.47950 0.92838 -2.85435
C 2.31392 0.51808 -1.88507
S 4.01287 0.75588 -2.16889
C 4.37437 0.04036 -0.64444
C 3.22631 -0.32110 -0.03814
N 2.05248 -0.05820 -0.71512
H -2.24785 4.01017 -7.82601
H -1.86979 2.57375 -8.61479
H -2.08389 4.26082 -5.42776
H -1.22068 3.31257 -3.32044
H -0.26769 -0.33325 -5.33832
H -1.12370 0.60065 -7.44878
H 5.37814 -0.09249 -0.27955
H 3.18832 -0.81585 0.92446
*
```

Here are the Mulliken charges for atoms 1 to 8, given in e: number 1, Na, carries 0.879; number 2, N, carries -0.141; number 3, C, carries -0.588; number 4, C, carries -0.732; number 5, N, carries -0.204; number 6, C, carries -0.474; number 7, C, carries -0.819; number 8, H, carries 0.377

---

Across the entries above, relative energy (zero: lowest compared OMol25 entry of this formula, charge and spin) takes the values 7.4092, 0.3484, 14.6597, 2.7602, 0.0000, 0.8123 eV, respectively.